Below is a structure of composition C22H26BrN2OP2S4SbTa in a non-equilibrium geometry, with properties calculated with ωB97M-V/def2-TZVPD.

Each line ends with the Mulliken charge.
Geometry (Å):
Ta  1.48  0.40  -0.21  1.35
Sb  4.82  0.22  0.09  0.67
Br  -2.94  1.58  -6.14  -0.14
S  2.92  1.00  1.54  -0.40
S  5.46  2.07  -1.05  -0.46
S  5.75  -1.47  1.24  -0.47
S  3.08  -0.87  -1.35  -0.36
P  1.11  -1.57  1.47  1.13
P  0.05  -1.66  -1.81  0.73
O  1.06  1.50  -1.66  -0.76
N  -1.00  0.79  -0.02  0.58
N  0.29  2.37  1.64  -0.28
C  -1.56  0.95  1.25  -1.38
C  -3.26  0.68  2.93  -0.97
C  0.56  1.92  -3.93  -0.68
C  -0.67  3.05  4.18  -0.82
C  0.36  -1.17  3.09  -1.22
C  0.92  3.23  2.40  -0.39
C  0.42  -3.12  -0.71  -1.11
C  -1.70  -2.02  -2.26  -1.51
C  -2.74  0.38  1.66  -0.10
C  -1.70  1.08  -1.05  -0.09
C  -1.19  1.25  -2.38  0.25
C  0.18  1.55  -2.62  0.45
C  -2.62  1.55  3.77  -0.90
C  -1.40  2.14  3.38  1.45
C  -0.01  -2.84  0.73  -1.01
C  -0.86  1.84  2.11  0.67
C  -2.11  1.29  -3.44  -0.55
C  0.48  3.61  3.68  -0.86
C  -1.69  1.60  -4.71  -0.31
C  0.84  -2.21  -3.38  -1.46
C  2.57  -2.55  1.95  -1.39
C  -0.36  1.94  -4.95  -0.42
H  1.92  -2.28  -3.27  0.44
H  -2.38  -1.78  -1.45  0.29
H  1.05  4.32  4.25  0.44
H  3.28  -1.93  2.50  0.37
H  1.50  -3.31  -0.76  0.39
H  2.23  -3.37  2.59  0.49
H  3.08  -2.96  1.07  0.39
H  0.41  -2.05  3.74  0.57
H  -1.96  -1.43  -3.14  0.43
H  -0.09  -4.00  -1.11  0.68
H  -2.77  1.30  -0.93  0.49
H  1.84  3.64  2.00  0.65
H  -1.03  3.30  5.16  0.48
H  0.03  -3.75  1.34  0.63
H  1.58  2.20  -4.12  0.54
H  -4.20  0.23  3.23  0.43
H  -3.04  1.80  4.73  0.46
H  -1.80  -3.08  -2.52  0.55
H  0.61  -1.48  -4.16  0.36
H  -0.06  2.22  -5.95  0.47
H  0.44  -3.18  -3.67  0.46
H  -1.03  -2.46  0.76  0.20
H  -0.67  -0.85  2.98  0.26
H  0.94  -0.37  3.55  0.31
H  -3.15  1.07  -3.25  0.53
H  -3.26  -0.31  1.02  0.50

Results
Relative energy (zero: lowest compared OMol25 entry of this formula, charge and spin) in kJ/mol: 76.9
Gap between HOMO and LUMO in eV: 6.612
E_HOMO in eV: -10.70
Lowest unoccupied orbital energy in eV: -4.09
Total charge: +1
Max |F| in eV Å⁻¹: 2.50

=====

Below is a structure of composition C22H26ClF6N2O9P3S2W in a non-equilibrium geometry, with properties calculated with ωB97M-V/def2-TZVPD.

Each line ends with the Mulliken charge.
Geometry (Å):
W  -0.34  -0.12  0.40  2.04
Cl  -0.12  7.34  0.22  -0.19
S  2.78  -1.46  -0.79  1.53
S  -2.01  0.64  2.57  1.09
P  -2.83  -0.36  -0.87  1.89
P  -0.53  -4.13  0.32  1.13
P  -0.13  0.03  -2.28  1.82
F  -0.35  -5.63  0.62  -0.25
F  0.88  -3.65  0.83  -0.17
F  -1.99  -4.22  -0.28  -0.33
F  -0.77  -2.03  -0.15  -0.33
F  0.02  -4.10  -1.16  -0.36
F  -1.17  -3.67  1.69  -0.34
O  2.61  -2.60  -1.63  -0.65
O  -1.75  -0.72  1.70  -0.56
O  -3.10  1.37  2.03  -0.64
O  -2.02  0.27  3.94  -0.69
O  -0.67  1.21  2.10  -0.56
O  1.38  -1.13  -0.19  -0.45
O  3.70  -2.05  0.35  -0.38
O  -0.95  1.59  -0.31  0.28
O  3.34  -0.25  -1.30  -0.69
N  1.43  1.24  0.82  0.95
N  0.79  -0.83  2.24  0.38
C  1.32  -2.60  3.74  -1.19
C  -1.86  3.76  -0.16  -1.15
C  -4.38  -0.04  0.00  -1.67
C  0.56  -1.33  -3.26  -1.83
C  -3.14  -1.97  -1.60  -1.88
C  0.90  1.47  -2.65  -1.35
C  2.50  0.57  1.42  0.99
C  0.40  -1.79  3.07  -0.39
C  -1.64  5.12  -0.06  -1.00
C  2.11  -0.60  2.12  -0.39
C  1.57  2.51  0.55  -0.01
C  2.66  -2.55  3.38  -0.70
C  4.25  -1.47  1.63  -0.36
C  3.87  0.92  1.32  -1.13
C  4.77  -0.08  1.45  -0.98
C  -1.70  0.33  -3.18  -1.43
C  0.72  4.78  0.28  -1.38
C  3.06  -1.54  2.52  -0.05
C  -0.77  2.90  -0.05  0.33
C  -2.84  0.78  -2.29  -0.82
C  0.51  3.40  0.21  0.76
C  -0.35  5.63  0.13  -0.13
H  0.15  -2.28  -2.93  0.31
H  1.03  1.49  -3.74  0.66
H  -4.49  -0.71  0.85  0.37
H  2.54  2.96  0.74  0.30
H  -3.80  0.72  -2.79  0.77
H  1.71  5.18  0.48  0.56
H  5.83  0.08  1.34  0.45
H  -2.29  -2.36  -2.16  0.32
H  -3.36  -2.69  -0.82  0.51
H  -1.95  -0.61  -3.66  0.49
H  3.35  -3.31  3.71  0.51
H  1.88  1.37  -2.19  0.17
H  4.21  1.92  1.08  0.53
H  5.02  -2.19  1.86  0.60
H  0.26  -1.13  -4.29  0.63
H  -0.66  -1.95  3.17  0.66
H  1.64  -1.38  -3.21  0.49
H  -2.86  3.37  -0.28  0.46
H  0.42  2.39  -2.34  0.22
H  -1.48  1.04  -3.99  0.66
H  -4.01  -1.87  -2.25  0.61
H  -2.47  5.81  -0.14  0.49
H  0.95  -3.35  4.43  0.44
H  -4.47  0.98  0.35  0.38
H  -5.15  -0.27  -0.74  0.59
H  -2.71  1.81  -1.94  0.07

Results
Relative energy (zero: lowest compared OMol25 entry of this formula, charge and spin) in kJ/mol: 276.2
Gap between HOMO and LUMO (spin up / spin down) in eV: 6.712 / 6.560
Multiplicity: 2
E_HOMO (spin up / spin down) in eV: -10.89 / -11.74
Lowest unoccupied orbital energy (spin up / spin down) in eV: -4.18 / -5.18
Total charge: +1
Max |F| in eV Å⁻¹: 1.57

=====

Below is a structure of composition C22H26CrN7SbSe4 in a non-equilibrium geometry, with properties calculated with ωB97M-V/def2-TZVPD.

Each line ends with the Mulliken charge.
Geometry (Å):
Sb  -4.73  0.08  -0.69  0.43
Se  -2.92  -1.73  -0.90  -0.61
Se  -5.89  0.36  -2.80  -0.76
Se  -6.42  -0.28  1.09  -0.71
Se  -2.51  1.56  -0.72  -0.63
Cr  -1.31  -0.28  -0.30  0.24
N  0.34  -3.88  -1.69  -0.05
N  -0.46  -0.31  -2.25  1.21
N  0.21  0.95  0.52  1.55
N  -0.11  -2.19  -0.24  1.12
N  -0.17  -1.78  -3.94  -0.15
N  2.50  -0.50  -0.28  1.00
N  -1.72  -0.24  1.95  1.55
C  0.99  2.84  -0.82  -0.04
C  1.17  1.54  -0.30  -1.23
C  0.19  -3.33  0.45  -0.47
C  -1.35  1.13  2.30  0.35
C  3.12  -1.37  -1.26  -1.44
C  -0.71  -1.12  2.58  -1.36
C  -0.64  0.34  -3.44  -0.47
C  0.33  2.82  2.14  -1.05
C  3.09  -0.64  1.03  -1.18
C  -1.98  1.84  3.30  -0.34
C  0.43  -4.37  -0.38  -1.28
C  -3.02  -0.63  2.49  -1.56
C  3.13  2.80  -1.90  -0.79
C  1.94  3.46  -1.60  -0.96
C  3.31  1.50  -1.45  -0.17
C  -0.29  3.53  3.16  -0.74
C  -1.48  3.08  3.71  -0.92
C  -0.22  -1.61  -2.56  -0.78
C  -0.24  1.65  1.61  0.08
C  -0.03  -2.54  -1.55  -0.09
C  -0.50  -0.52  -4.48  -1.07
C  2.34  0.85  -0.70  0.19
H  -0.60  -0.37  -5.54  0.41
H  0.26  -0.99  2.10  0.18
H  2.98  -2.40  -0.94  0.34
H  -3.36  -1.54  2.00  0.32
H  0.66  -5.40  -0.17  0.39
H  -2.96  -0.82  3.57  0.34
H  0.05  3.35  -0.61  0.46
H  2.90  -1.64  1.41  0.30
H  0.06  -4.44  -2.47  0.26
H  4.23  0.98  -1.68  0.27
H  4.19  -0.49  1.01  0.32
H  3.91  3.29  -2.47  0.38
H  -0.61  -0.88  3.65  0.50
H  1.76  4.45  -1.99  0.37
H  4.21  -1.19  -1.36  0.42
H  1.27  3.18  1.74  0.47
H  0.16  4.45  3.52  0.36
H  2.66  0.09  1.71  0.24
H  -3.76  0.14  2.31  0.34
H  -1.99  3.65  4.46  0.37
H  -0.86  1.39  -3.47  0.42
H  -2.88  1.47  3.77  0.40
H  0.22  -3.34  1.53  0.31
H  -0.51  -2.63  -4.37  0.26
H  -1.03  -2.15  2.48  0.36
H  2.65  -1.22  -2.23  0.36

Results
Gap between HOMO and LUMO (spin up / spin down) in eV: 4.297 / 5.770
Multiplicity: 5
E_HOMO (spin up / spin down) in eV: 0.12 / -1.39
Lowest unoccupied orbital energy (spin up / spin down) in eV: 4.41 / 4.38
Total charge: -2
Max |F| in eV Å⁻¹: 4.14

=====

Below is the molecule C22H26N2O2, with properties calculated with ωB97M-V/def2-TZVPD.

Each line ends with the Mulliken charge.
Geometry (Å):
O  1.28  0.36  -0.78  -0.64
O  5.96  2.26  0.10  -0.44
N  -2.61  -0.91  -0.50  0.19
N  1.37  -1.59  0.38  -0.11
C  -2.36  -1.05  0.92  -0.02
C  5.18  3.42  -0.02  -0.80
C  -2.78  -2.50  1.27  -1.03
C  5.33  1.05  0.07  0.78
C  -3.98  -0.58  -0.84  -1.08
C  4.24  -1.52  0.01  -0.69
C  -0.86  -0.83  1.13  -1.40
C  6.16  -0.07  0.16  -0.55
C  -2.11  -2.16  -1.03  -0.18
C  -0.59  -2.06  -1.04  -1.28
C  -5.54  1.13  0.15  -0.45
C  -2.62  -3.25  -0.06  -0.90
C  3.96  0.88  -0.04  -0.31
C  -3.36  1.83  -0.54  -0.21
C  -0.05  -1.90  0.39  0.03
C  5.61  -1.34  0.12  -0.66
C  -5.83  2.43  0.54  -0.61
C  1.92  -0.50  -0.20  0.47
C  -4.30  0.82  -0.40  0.70
C  3.41  -0.40  -0.06  -0.04
C  -4.88  3.43  0.40  -0.40
C  -3.64  3.12  -0.14  -0.67
H  -1.92  -4.08  0.01  0.45
H  -0.59  0.14  0.72  0.46
H  -0.14  -2.86  0.92  0.36
H  -2.17  -2.91  2.07  0.42
H  -2.47  -2.32  -2.05  0.60
H  -2.90  3.90  -0.25  0.39
H  -0.30  -1.18  -1.61  0.42
H  -5.11  4.44  0.71  0.38
H  3.84  -2.52  -0.05  0.44
H  6.26  -2.20  0.17  0.38
H  -2.39  1.58  -0.95  0.46
H  1.98  -2.19  0.91  0.36
H  -4.71  -1.28  -0.41  0.33
H  4.63  3.44  -0.97  0.34
H  -3.58  -3.65  -0.40  0.34
H  7.22  0.08  0.24  0.44
H  -0.61  -0.85  2.19  0.27
H  -3.82  -2.51  1.61  0.36
H  5.88  4.25  0.01  0.23
H  -6.80  2.66  0.96  0.37
H  3.28  1.71  -0.12  0.53
H  -0.15  -2.95  -1.51  0.31
H  4.47  3.52  0.81  0.33
H  -4.07  -0.63  -1.93  0.38
H  -2.92  -0.31  1.49  0.59
H  -6.29  0.36  0.26  0.35

Results
Relative energy (zero: lowest compared OMol25 entry of this formula, charge and spin) in kJ/mol: 133.7
Gap between HOMO and LUMO in eV: 9.170
E_HOMO in eV: -8.45
Lowest unoccupied orbital energy in eV: 0.71
Total charge: 0
Max |F| in eV Å⁻¹: 0.54
SMILES string: COc1cccc(C(=O)N[C@@H]2C[C@H]3CC[C@@H](C2)N3Cc2ccccc2)c1

=====

Below is a cluster of 2 separate species, C22H26N2O5S2 in total in a non-equilibrium geometry, with properties calculated with ωB97M-V/def2-TZVPD.

Each line ends with the Mulliken charge.
Geometry (Å):
S  0.04  0.50  5.76  1.51
S  0.88  3.06  6.78  1.49
O  -0.85  8.39  4.25  -0.46
O  0.07  4.15  7.28  -0.68
O  -1.32  0.02  5.62  -0.75
O  2.28  3.26  6.48  -0.67
O  1.11  -0.12  4.99  -0.67
N  -1.17  -0.09  1.80  0.29
N  1.14  -0.04  1.79  0.28
C  0.35  9.18  4.23  -0.80
C  0.43  0.52  7.53  0.11
C  -0.57  2.75  4.33  0.00
C  0.51  6.36  4.24  -0.80
C  0.81  1.75  8.02  0.28
C  -0.73  7.03  4.22  0.98
C  0.99  0.86  10.25  -0.51
C  -1.89  4.90  4.18  -0.20
C  -1.94  6.28  4.21  -1.00
C  1.12  1.94  9.38  -0.79
C  0.02  -2.17  2.12  -0.53
C  -1.20  -1.51  1.54  -0.68
C  -0.66  4.22  4.27  0.52
C  1.22  -1.47  1.54  -0.73
C  -2.43  0.58  1.64  -1.02
C  -0.03  0.63  1.96  0.52
C  -0.12  2.01  2.37  -2.12
C  0.25  -0.55  8.42  -0.57
C  0.55  -0.38  9.77  -0.61
C  0.53  4.97  4.31  0.01
C  2.40  0.66  1.70  -1.09
C  0.10  2.22  5.42  -0.98
H  -2.54  1.37  2.38  0.38
H  -2.57  1.02  0.65  0.32
H  0.98  8.99  5.10  0.33
H  -2.11  -1.91  1.99  0.46
H  0.81  2.58  2.38  0.64
H  -0.97  2.53  1.89  0.58
H  2.15  -1.83  2.00  0.45
H  0.43  -1.22  10.46  0.37
H  0.03  -2.10  3.22  0.17
H  1.21  0.98  11.31  0.37
H  1.28  -1.67  0.45  0.28
H  -2.89  6.82  4.18  0.40
H  1.46  6.92  4.23  0.33
H  0.94  8.99  3.32  0.33
H  -1.25  -1.71  0.45  0.26
H  2.46  1.44  2.45  0.34
H  -0.12  -1.49  8.03  0.46
H  3.20  -0.05  1.88  0.33
H  -2.82  4.33  4.27  0.38
H  0.01  10.22  4.23  0.24
H  1.47  2.90  9.73  0.44
H  0.04  -3.23  1.83  0.37
H  1.50  4.48  4.41  0.33
H  -1.40  2.17  3.93  0.52
H  -3.23  -0.14  1.80  0.30
H  2.58  1.10  0.71  0.33

Results
Relative energy (zero: lowest compared OMol25 entry of this formula, charge and spin) in kJ/mol: 463.9
Gap between HOMO and LUMO in eV: 7.046
E_HOMO in eV: -6.88
Lowest unoccupied orbital energy in eV: 0.16
Total charge: 0
Max |F| in eV Å⁻¹: 2.57
SMILES string: COc1ccc(C=C2S(=O)(=O)c3ccccc3S2(=O)=O)cc1.C=C1N(C)CCCN1C

=====

Below is a structure of composition C22H26N3NiO4Si, with properties calculated with ωB97M-V/def2-TZVPD.

Each line ends with the Mulliken charge.
Geometry (Å):
Ni  0.56  -0.23  0.43  0.48
Si  -1.01  -2.79  1.53  -0.07
O  2.42  0.30  0.09  -0.63
O  -2.05  2.22  -1.35  -0.40
O  -0.37  1.53  -0.02  -0.64
O  -0.80  -1.24  1.11  -0.44
N  -0.16  -0.73  -1.50  -0.15
N  2.46  2.54  0.36  -0.26
N  -1.04  0.32  -1.83  -0.18
C  1.78  -2.82  2.21  -0.27
C  1.80  -5.48  2.97  -0.71
C  2.97  -4.74  3.03  -0.46
C  -2.39  -2.96  2.77  0.42
C  -3.25  -4.06  2.76  -0.02
C  -0.92  -4.94  -2.07  -0.77
C  -1.12  1.37  -0.99  1.02
C  -3.03  -3.80  -1.96  -0.78
C  4.56  1.34  0.14  -1.21
C  3.06  1.37  0.19  0.87
C  -0.60  -4.46  -0.81  0.02
C  -4.23  -4.21  3.73  -0.68
C  2.96  -3.41  2.65  -0.79
C  0.62  -4.88  2.54  -0.14
C  0.59  -3.54  2.14  0.60
C  -4.37  -3.25  4.72  -0.42
C  -2.70  -3.32  -0.70  0.20
C  -1.48  -3.64  -0.09  -0.23
C  -3.53  -2.14  4.74  -0.62
C  -2.14  -4.61  -2.65  -0.38
C  -2.55  -2.00  3.78  -0.34
C  -2.25  3.37  -0.49  -0.63
H  -3.41  -2.70  -0.16  0.42
H  -0.23  -5.58  -2.60  0.42
H  3.89  -5.20  3.37  0.39
H  -4.89  -5.06  3.70  0.39
H  1.80  -1.77  1.95  0.11
H  1.80  -6.52  3.27  0.40
H  -3.02  3.96  -0.98  0.25
H  0.36  -4.73  -0.37  0.40
H  0.45  -0.93  -2.29  0.32
H  -2.58  3.04  0.49  0.30
H  3.87  -2.82  2.70  0.40
H  -3.16  -4.81  1.98  0.36
H  -3.64  -1.39  5.52  0.40
H  1.45  2.58  0.42  0.23
H  -1.33  3.94  -0.41  0.28
H  -5.14  -3.36  5.48  0.38
H  -1.75  0.18  -2.53  0.28
H  3.00  3.38  0.46  0.20
H  4.88  0.51  -0.48  0.31
H  -3.99  -3.55  -2.40  0.43
H  4.93  1.17  1.16  0.31
H  -0.70  -1.56  -1.23  0.13
H  4.98  2.27  -0.23  0.41
H  -0.29  -5.47  2.51  0.39
H  -1.90  -1.14  3.80  0.28
H  -2.40  -4.99  -3.63  0.41

Results
Gap between HOMO and LUMO (spin up / spin down) in eV: 8.596 / 7.688
Multiplicity: 3
E_HOMO (spin up / spin down) in eV: -11.01 / -11.01
Lowest unoccupied orbital energy (spin up / spin down) in eV: -2.41 / -3.32
Total charge: +1
Max |F| in eV Å⁻¹: 0.63

=====

no.,E_tot (eV)
1,-168313.02736
2,-124833.69342
3,-330014.37284
4,-30311.82243
5,-58119.51546
6,-84814.81816